# 1
Below is a molecular structure, C6H9NO3P2 at a distorted geometry, with properties calculated with ωB97M-V/def2-TZVPD.

Structure (XYZ):
```
21
Properties=species:S:1:pos:R:3:lowdin_charge:R:1
C -0.482 -0.621 0.403 -0.209
C 0.132 -0.505 -1.006 -0.277
C 0.527 -1.675 0.954 -0.436
C -1.150 2.500 -2.673 -0.004
C -1.038 1.573 -1.787 -0.201
C -0.091 0.409 -1.965 -0.017
N 1.330 -2.040 0.042 0.058
O 1.055 -1.505 -1.168 -0.008
O 0.541 -2.030 2.298 -0.390
O -1.920 1.544 1.420 -0.395
P 1.767 -3.156 2.473 0.857
P -0.586 1.009 1.292 0.693
H -1.583 -0.801 0.461 0.142
H -1.555 3.521 -2.435 0.084
H -0.770 2.478 -3.675 0.055
H -1.518 1.614 -0.858 0.036
H 0.385 0.448 -2.961 0.126
H 1.709 -2.946 3.843 -0.102
H 2.867 -2.278 2.208 -0.072
H 0.441 1.785 0.630 0.055
H -0.060 0.675 2.503 0.004
```

## Properties
max |F|	4.1	eV Å⁻¹

# 2
Below is 2 unconnected molecules or ions with the total composition C6H9NO3S at a distorted geometry, with properties calculated with ωB97M-V/def2-TZVPD.

Structure (XYZ):
```
20
Properties=species:S:1:pos:R:3:lowdin_spin:R:1
C -1.330 1.102 -0.135 0.057
C 1.762 0.241 -0.993 0.511
C -1.734 0.198 1.105 -0.005
C -1.489 -1.250 0.825 0.007
C -1.228 0.252 -1.300 0.584
C 3.431 -0.358 0.427 0.088
N -1.126 2.367 -0.049 0.267
O 2.214 0.860 -1.908 0.245
O -3.183 -1.395 -1.227 0.069
O 1.993 -0.255 0.083 0.107
S -1.752 -1.495 -1.018 0.026
H -1.234 0.675 2.012 -0.001
H -2.766 0.421 1.139 -0.003
H -0.548 -1.791 1.006 0.002
H -1.996 -1.995 1.517 0.000
H -1.527 0.711 -2.295 0.017
H 4.156 -0.940 -0.161 0.008
H 3.462 -0.676 1.482 0.005
H 3.998 0.575 0.436 0.010
H -1.102 2.754 -0.944 0.007
```

## Properties
max |F|	7.2	eV Å⁻¹
multiplicity	3

Across the entries above, calculated total energy takes the values -1197.074455; -912.454782 Eh, respectively.